The following is a DFT calculation (the ωB97M-V functional and the def2-TZVPD basis) of C24H31ClF6InN2O3 as an isolated structure at a distorted geometry.

Values from the calculation:
molecular weight: 659.782 g mol⁻¹
multiplicity: 1
lowest unoccupied orbital energy (spin up / spin down): 2.67 / 2.67 eV
energy above the lowest of the compared OMol25 structures with the same formula, charge and spin: 0.0 kcal/mol
total charge: -1
orbital gap (spin up / spin down): 5.049 / 5.048 eV

Cartesian coordinates (Å):
In  -0.21859  -0.04420  0.08343
Cl  1.97765  -0.18944  -1.23278
F  -0.30062  -1.31734  4.61034
F  0.43034  0.74005  4.79657
F  -2.90118  1.84131  3.76698
F  -0.90512  2.67682  3.40587
F  -2.16371  2.07605  1.72565
F  -1.59233  0.22585  5.47254
O  -0.00350  0.15437  2.27426
O  -0.14042  -4.34244  -0.73621
O  -0.38471  4.23022  -0.44247
N  0.38013  2.15913  -0.09510
N  0.23958  -2.34620  0.19960
C  -0.66473  -0.00002  4.50744
C  2.63604  -2.75367  0.62922
C  -1.03162  -0.05715  -1.77367
C  -1.78353  1.72401  3.00214
C  -1.63037  -2.52991  -1.44538
C  -2.32813  -0.68403  2.72831
C  1.95904  2.51749  1.74029
C  -1.25716  1.19496  -2.27077
C  1.21650  -3.21621  0.87469
C  2.61655  3.06165  -0.59507
C  0.95490  -4.57258  0.21533
C  -0.49019  -3.07226  -0.63827
C  -1.67028  2.40833  -1.48385
C  0.78265  4.37929  0.45056
C  -0.52123  -0.08080  -4.09631
C  -1.23070  -1.33498  -2.25178
C  -0.42652  -2.63631  -4.17905
C  1.47321  3.01571  0.39739
C  -0.72488  -1.32766  -3.57515
C  0.92900  -3.22086  2.36609
C  -0.75913  1.16861  -3.59731
C  -0.49122  2.46353  -4.23389
C  -1.16730  0.26062  3.01213
C  -0.53399  2.93719  -0.66595
H  1.36114  5.22420  0.06842
H  0.39283  4.60904  1.45129
H  -1.97016  -1.70786  2.60341
H  -2.86512  -0.39424  1.81826
H  0.34010  2.97088  -3.73556
H  -0.21194  2.24223  -5.26278
H  -0.07906  -2.43399  -5.18914
H  -1.32537  -3.25368  -4.21161
H  -2.49607  2.16983  -0.77484
H  -1.70370  -0.30288  0.57152
H  2.45564  1.54971  1.62696
H  0.35715  -3.14731  -3.61388
H  -0.13126  -0.08388  -5.14937
H  1.71673  -3.78138  2.88632
H  -3.03922  -0.64160  3.55942
H  2.82153  -2.65310  -0.44447
H  0.89768  -2.19849  2.75206
H  3.00388  2.05046  -0.75718
H  2.67801  3.24333  2.14519
H  -1.99750  3.19032  -2.16872
H  3.32560  -3.49634  1.05826
H  -1.37911  3.09570  -4.21884
H  1.12019  2.41330  2.43015
H  2.81931  -1.78409  1.10173
H  3.40521  3.71633  -0.19820
H  0.61731  -5.34898  0.91090
H  2.27025  3.46069  -1.55828
H  1.79537  -4.94319  -0.37828
H  -1.98543  -3.31923  -2.10946
H  -0.03700  -3.70302  2.55837
H  -2.43140  -2.25187  -0.71751

In the Mulliken picture, each atom carries the following charge in e:
1 In 3.36
2 Cl -0.50
3 F -0.24
4 F -0.24
5 F -0.31
6 F -0.30
7 F -0.18
8 F -0.29
9 O -0.85
10 O -0.47
11 O -0.50
12 N 0.60
13 N 0.34
14 C 0.37
15 C -1.84
16 C 0.24
17 C 0.33
18 C -1.98
19 C -2.23
20 C -1.48
21 C 0.56
22 C 1.44
23 C -1.58
24 C -0.91
25 C 0.83
26 C -1.56
27 C -0.83
28 C -1.77
29 C 1.11
30 C -1.82
31 C 1.30
32 C 1.21
33 C -1.50
34 C 1.17
35 C -1.72
36 C 1.17
37 C 0.67
38 H 0.31
39 H 0.36
40 H 0.18
41 H 0.52
42 H 0.19
43 H 0.48
44 H 0.46
45 H 0.32
46 H 0.13
47 H -2.03
48 H 0.16
49 H 0.22
50 H 0.02
51 H 0.47
52 H 0.47
53 H 0.45
54 H 0.03
55 H 0.21
56 H 0.46
57 H 0.44
58 H 0.48
59 H 0.29
60 H 0.17
61 H 0.18
62 H 0.45
63 H 0.32
64 H 0.34
65 H 0.36
66 H 0.40
67 H 0.42
68 H 0.14